No. 1
13
Properties=species:S:1:pos:R:3:forces:R:3 method="wB97M-V/def2-TZVPD" fmax_ev_per_a=2.8 total_energy_ha=-1601.95827
C -0.767678 0.744290 -0.529354 -1.13 -0.15 -2.42
H 0.389778 0.446793 -2.468302 -0.93 0.73 -0.39
Si -0.001502 -2.693686 -0.094437 -0.14 0.10 0.10
H 1.269491 1.142559 0.024617 0.15 -0.17 -0.41
C 0.582808 0.292378 0.013720 -1.44 0.82 0.53
S -0.847592 -1.503365 1.503377 0.72 -0.35 -0.22
H -1.606424 0.074308 -0.667227 0.85 -1.76 0.37
H -1.420528 1.396608 -0.004451 0.67 1.79 1.19
S 1.260772 -1.123345 -0.905445 -0.05 -0.23 0.11
H 1.381610 -0.571247 1.778523 -1.00 0.47 -0.04
S -0.675049 1.314223 -2.277231 1.36 -0.16 0.10
C 0.401694 -0.147174 1.421346 0.23 -0.16 2.74
H 0.032622 0.627658 2.204866 0.71 -0.93 -1.67


No. 2
10
Properties=species:S:1:pos:R:3:forces:R:3 method="wB97M-V/def2-TZVPD" fmax_ev_per_a=4.3 total_energy_ha=-407.17560
C 1.575763 0.692433 0.471115 0.61 0.00 -0.81
H -0.424616 0.281001 -0.419455 -0.96 0.05 -0.36
H 1.922860 1.430743 1.110289 0.68 0.89 1.15
C 1.918441 -0.339126 -0.597737 -0.44 3.81 -1.99
C 0.609148 0.290536 -0.237278 -0.72 -1.24 0.26
H 2.268561 0.087793 -1.595552 0.27 -1.13 1.37
H -3.913139 -0.062348 1.515839 0.41 0.23 -1.45
H -2.770613 -1.224464 0.060849 0.36 -0.65 -0.05
H 2.224667 -1.255723 -0.262370 0.57 -2.39 0.36
Si -3.411071 0.099153 -0.045704 -0.77 0.42 1.52


No. 3
14
Properties=species:S:1:pos:R:3:forces:R:3 method="wB97M-V/def2-TZVPD" total_charge=-1 fmax_ev_per_a=0.6 total_energy_ha=-660.57393
H 0.826960 -2.650647 -1.619843 -0.07 -0.04 0.00
H 0.779486 -0.421744 -3.032812 -0.07 0.15 -0.04
F 0.642436 -0.316501 2.052881 -0.06 0.40 -0.19
C -0.834369 0.735174 0.492769 -0.34 -0.48 0.13
H -1.557736 -0.256032 -1.213720 -0.13 -0.06 -0.15
H -1.172733 -1.352880 0.073711 0.01 -0.15 0.19
H 2.262073 -0.587640 -0.832191 0.10 0.11 0.11
H -0.878389 1.671208 -0.053729 0.16 0.21 -0.12
Al 0.868269 -1.016276 -1.516588 -0.06 -0.29 -0.07
F -0.087724 1.676667 2.530892 0.14 -0.18 -0.19
H -1.735933 0.702908 1.108130 -0.10 0.12 0.15
F 1.406799 1.429677 0.977582 -0.36 -0.31 0.23
C 0.288179 0.860299 1.485527 0.28 0.16 0.12
C -0.807319 -0.474212 -0.452610 0.49 0.38 -0.15